1.
Entry from OMol25: one molecule with the formula C3H4N2O in a non-equilibrium geometry (wB97M-V/def2-TZVPD).

Output
Maximum force: 4.73 eV Å⁻¹
HOMO-LUMO gap (spin up / spin down): 7.0 / 7.0 eV

Atoms and positions in Å:
C1 -1.635 0.417 0.355
C2 -1.480 -0.294 -0.730
C3 0.658 0.252 0.888
N1 -0.502 0.710 1.165
N2 0.775 -0.478 -0.215
O1 1.906 -1.135 -0.660
H1 -2.564 0.838 0.762
H2 -1.146 -0.996 -1.510
H3 1.442 0.659 1.394
H4 2.712 -0.907 -0.211


2.
Entry from OMol25: a 2-piece molecular cluster, C8H10NS2 overall in a non-equilibrium geometry (wB97M-V/def2-TZVPD).

Output
Maximum force: 5.70 eV Å⁻¹
HOMO-LUMO gap: 7.4 eV
Net charge: +1

Atoms and positions in Å:
C1 -0.852 0.615 -1.105
C2 -1.571 -0.467 -0.622
C3 0.644 -0.142 0.443
C4 -3.631 -0.513 -1.785
C5 -2.859 -0.971 -0.823
C6 2.570 -0.198 1.914
C7 2.176 -1.219 2.726
C8 1.192 1.922 -1.038
N1 0.328 0.780 -0.484
S1 3.579 0.887 1.519
S2 -0.524 -1.299 0.572
H1 -1.051 1.168 -1.989
H2 -4.535 -0.998 -1.889
H3 -3.270 0.234 -2.591
H4 -3.245 -1.807 -0.190
H5 1.971 -0.904 3.764
H6 3.210 -1.820 2.964
H7 1.536 -1.986 2.345
H8 1.789 2.450 -0.282
H9 1.838 1.579 -1.830
H10 0.706 2.688 -1.618


3.
Entry from OMol25: one molecule with the formula C4H6N2O2 in a non-equilibrium geometry (wB97M-V/def2-TZVPD).

Output
Maximum force: 9.83 eV Å⁻¹
SMILES: N/C=C\C1=NOCO1
HOMO-LUMO gap: 9.2 eV

Atoms and positions in Å:
C1 2.080 0.342 0.118
C2 0.853 0.972 -0.162
C3 -0.410 0.334 -0.159
C4 -2.635 -0.005 0.105
H1 3.157 -1.434 -0.156
H2 1.331 -1.470 -0.185
H3 2.960 1.197 0.373
H4 0.988 2.189 0.259
H5 -3.241 0.069 1.216
H6 -3.265 -0.111 -0.840
N1 2.339 -0.995 -0.110
N2 -0.597 -0.832 -0.219
O1 -1.909 -1.314 0.019
O2 -1.651 1.057 -0.259


Number 1: E_tot -301.22861 a.u.. Number 2: E_tot -1161.55232 a.u.. Number 3: E_tot -415.81368 a.u..